# 1
# C5H15NO2

2 unconnected molecules or ions with the total composition C5H15NO2 (ωB97M-V with the def2-TZVPD basis set, OMol25).

XYZ file:
```
23
Properties=species:S:1:pos:R:3:forces:R:3
C -0.55427 2.27049 -0.84492 0.3 0.5 0.3
C 0.46950 1.43700 -0.09529 0.8 -0.9 1.5
C 0.23274 -0.09126 -0.08570 0.1 0.4 -2.1
C 0.43262 -0.58432 -1.53046 0.0 -1.3 -1.9
N 0.99794 -0.85416 0.87485 -1.4 -0.1 0.9
C 0.46191 -2.15423 1.14116 0.1 -0.7 0.5
O 1.02588 -3.21416 0.38795 0.3 -0.8 0.3
H -0.12010 3.27132 -0.94730 -0.2 -0.1 -0.4
H -0.82920 1.85433 -1.81109 0.3 0.1 -0.2
H -1.48903 2.40700 -0.31174 -0.1 -0.2 0.3
H 1.48952 1.62698 -0.42940 0.0 0.0 -0.5
H 0.56306 1.69524 0.97457 -0.5 0.3 -0.2
H -0.83357 -0.20796 0.10531 0.0 -0.4 0.3
H 0.06122 -1.57439 -1.87967 -0.4 0.1 1.2
H -0.01456 -0.01350 -2.35365 0.1 0.7 0.6
H 1.47024 -0.72162 -1.83167 0.5 0.6 0.4
H 2.00083 -0.86753 0.84866 0.2 0.3 -0.4
H -0.63821 -2.14672 1.08827 0.3 0.2 -0.4
H 0.68078 -2.53452 2.14471 0.1 0.6 0.1
H 1.03139 -3.11130 -0.55627 -0.4 0.5 -0.6
O -2.45058 0.97932 1.61401 -0.2 -0.6 -0.3
H -2.44947 1.81686 2.06967 0.3 0.3 0.2
H -1.53862 0.71716 1.42801 -0.2 0.4 0.4
```
Positions in Å, forces in eV/Å.

Values from the calculation:
**Charge**: 0
**LUMO level**: 0.032 hartree
**Orbital gap**: 10.02 eV
**Calculated total energy**: -404.70370 Ha
**Energy above the lowest of the compared OMol25 structures with the same formula, charge and spin**: 134.8 kJ/mol
**SMILES string**: CC[C@@H](C)NCO.O

# 2
# C32H35FN6OSi

7 unconnected molecules or ions with the total composition C32H35FN6OSi (ωB97M-V with the def2-TZVPD basis set, OMol25).

XYZ file:
```
76
Properties=species:S:1:pos:R:3:forces:R:3
O -3.79347 0.37638 2.95528 3.0 -1.8 -9.0
C -3.31573 0.17981 1.69538 -2.9 1.5 7.6
F -4.10870 -0.72900 0.83610 2.4 3.1 2.2
C -1.92913 0.95436 1.29071 -0.8 0.1 1.1
Si -1.26337 0.57726 -0.47553 0.4 0.9 0.1
H -1.15246 0.72969 2.16614 -1.9 0.2 -1.9
H -2.10579 2.13334 1.34625 -0.2 -2.7 0.0
H 0.11532 0.08061 -0.35666 0.1 -0.2 0.1
H -2.08157 -0.33210 -1.26711 -0.3 -0.3 0.1
H -1.18347 1.86374 -1.21043 -0.1 -0.1 0.2
C -4.44273 6.34522 -0.42190 0.0 0.0 0.0
C -4.59636 5.75370 0.82750 0.0 0.1 -0.3
C -4.38100 4.38931 0.93799 0.2 -0.6 -0.6
N -4.03341 3.59709 -0.09976 -0.1 1.0 -0.1
C -3.89345 4.19944 -1.30061 0.0 -0.6 0.7
C -4.08349 5.55594 -1.50961 -0.1 0.1 0.3
H -4.60183 7.41229 -0.54716 0.0 -0.1 0.0
H -4.87661 6.34093 1.69461 0.0 -0.1 -0.1
H -4.48532 3.88173 1.89252 0.0 0.1 0.0
H -3.61585 3.54069 -2.11872 0.0 0.1 0.0
H -3.95534 5.98670 -2.49617 0.0 -0.1 0.1
C 1.55907 1.34559 -5.98569 0.0 0.0 0.0
C 0.72943 0.34083 -5.49923 0.2 0.2 -0.1
C -0.11391 0.64153 -4.44164 -0.1 0.8 0.5
N -0.17522 1.85518 -3.85118 0.6 -0.2 -0.8
C 0.64332 2.80997 -4.34398 -0.6 -0.6 0.4
C 1.51746 2.60651 -5.39963 0.0 -0.2 -0.1
H 2.23268 1.14778 -6.81440 -0.1 0.0 0.1
H 0.73881 -0.65249 -5.93338 0.0 0.1 0.1
H -0.78279 -0.10792 -4.02861 0.1 0.0 0.0
H 0.57662 3.77572 -3.85086 0.0 -0.1 -0.1
H 2.15089 3.41093 -5.75592 0.0 0.0 0.1
C -1.05726 -0.78795 5.38575 0.0 -0.1 0.0
C -0.49952 -1.86523 6.06611 -0.2 0.2 -0.1
C 0.63900 -1.64356 6.82424 0.4 0.8 0.1
N 1.24295 -0.44045 6.93875 -0.8 -0.1 -0.6
C 0.67957 0.58603 6.26539 0.5 -0.6 0.5
C -0.45924 0.46406 5.48556 0.0 -0.3 0.0
H -1.95034 -0.92280 4.78253 0.1 0.1 0.1
H -0.94091 -2.85368 6.00792 0.1 0.1 0.0
H 1.10991 -2.45172 7.37631 -0.1 0.0 -0.1
H 1.18509 1.54175 6.37194 -0.1 0.0 0.0
H -0.86971 1.32370 4.96806 0.0 -0.1 0.1
C -2.81626 -5.42515 0.89789 0.0 0.0 0.0
C -1.90731 -5.75724 -0.10111 -0.2 0.1 0.2
C -1.54696 -4.77713 -1.01198 -0.3 0.9 -0.1
N -2.03062 -3.51582 -0.98912 -0.2 -0.8 0.6
C -2.91263 -3.22358 -0.00876 0.6 0.1 -0.8
C -3.33064 -4.13366 0.94881 0.1 -0.3 0.0
H -3.12155 -6.16651 1.63057 0.0 0.1 -0.1
H -1.48906 -6.75512 -0.16869 0.0 0.1 0.0
H -0.83850 -4.98631 -1.80821 0.0 0.0 0.1
H -3.28817 -2.20414 -0.01352 0.2 -0.5 -0.1
H -4.04030 -3.84322 1.71516 0.1 0.0 -0.1
C 7.05547 3.70773 -7.17794 0.0 0.0 0.0
C 6.22582 2.70297 -6.69149 0.1 0.2 -0.1
C 5.38248 3.00367 -5.63389 -0.1 0.8 0.5
N 5.32118 4.21732 -5.04344 0.6 -0.2 -0.8
C 6.13971 5.17210 -5.53624 -0.6 -0.6 0.4
C 7.01385 4.96865 -6.59189 0.0 -0.3 -0.1
H 7.72908 3.50992 -8.00666 -0.1 0.0 0.1
H 6.23521 1.70965 -7.12564 0.0 0.1 0.1
H 4.71360 2.25422 -5.22087 0.1 0.0 0.0
H 6.07302 6.13786 -5.04311 0.0 -0.1 -0.1
H 7.64729 5.77307 -6.94817 -0.1 -0.1 0.1
C 2.16427 -6.96737 4.94452 0.0 0.0 0.0
C 2.82841 -5.76592 5.16799 -0.2 -0.2 -0.1
C 2.10536 -4.58822 5.06622 -0.9 0.2 -0.2
N 0.79084 -4.53786 4.75822 0.5 -1.0 0.1
C 0.17352 -5.72019 4.54499 0.3 0.9 0.1
C 0.80997 -6.94822 4.62734 0.3 0.0 0.1
H 2.69752 -7.91082 5.01665 -0.1 0.1 0.0
H 3.88360 -5.74688 5.41591 -0.1 0.0 0.0
H 2.57800 -3.62496 5.23473 0.0 -0.1 0.0
H -0.88203 -5.65250 4.29690 0.1 0.0 0.0
H 0.26367 -7.86727 4.44797 0.0 0.1 0.0
```
Positions in Å, forces in eV/Å.

Values from the calculation:
**Charge**: 0
**LUMO level**: 0.012 hartree
**Orbital gap**: 9.60 eV
**Calculated total energy**: -2033.37937 Ha
**SMILES string**: O=C(F)C[SiH3].c1ccncc1.c1ccncc1.c1ccncc1.c1ccncc1.c1ccncc1.c1ccncc1

# 3
# C2H4N2O2

A single C2H4N2O2 molecule (ωB97M-V with the def2-TZVPD basis set, OMol25).

XYZ file:
```
10
Properties=species:S:1:pos:R:3:forces:R:3
O 2.93533 1.08006 -0.18683 0.7 0.8 -0.2
N 2.57833 -0.01492 0.06710 -4.1 -0.4 0.8
O 3.08911 -1.07425 -0.02993 0.8 -0.6 -0.1
N 1.08675 -0.06827 0.75014 3.0 0.4 0.6
C 0.05437 0.69610 0.13760 -0.2 0.6 -0.4
C 0.01749 -0.78955 0.14747 -0.2 -0.6 -0.5
H 0.27035 1.20248 -0.79576 0.0 -0.1 -0.1
H -0.55031 1.27392 0.82453 0.0 0.0 0.0
H -0.61190 -1.31284 0.85629 0.0 -0.1 0.0
H 0.19059 -1.31900 -0.77986 0.0 0.1 -0.1
```
Positions in Å, forces in eV/Å.

Values from the calculation:
**Charge**: 0
**LUMO level**: 0.025 hartree
**Orbital gap**: 10.89 eV
**Calculated total energy**: -338.42299 Ha
**Energy above the lowest of the compared OMol25 structures with the same formula, charge and spin**: 604.4 kJ/mol
**SMILES string**: O=[N+]([O-])N1CC1

# 4
# C4H14N3

2 unconnected molecules or ions with the total composition C4H14N3 (ωB97M-V with the def2-TZVPD basis set, OMol25).

XYZ file:
```
21
Properties=species:S:1:pos:R:3:forces:R:3
C 0.76242 2.39038 0.41428 0.2 3.8 0.3
C -1.57324 -1.17032 -1.25477 2.1 -2.1 -1.2
C -1.81429 -0.24160 0.99795 -2.8 -0.2 1.3
C 1.38878 -0.87564 -0.58628 0.0 3.6 -0.8
N 2.39853 -1.07122 0.39607 0.4 -0.4 -2.3
N 0.21797 -0.31131 0.13880 -1.7 -2.2 -0.5
N -1.00769 -0.56297 -0.10091 4.6 0.6 0.6
H 0.37832 1.49439 0.81929 0.5 -0.6 0.6
H -0.18437 3.03918 0.26010 1.8 -0.7 0.0
H 1.36548 2.31707 -0.49374 -0.7 -0.5 -0.3
H -0.94439 -2.05698 -1.57425 -0.8 0.9 0.4
H -2.55247 -1.43565 -1.05964 -1.8 -0.9 0.6
H -1.63515 -0.51963 -2.08238 0.4 1.2 -0.9
H -1.58382 0.66839 1.48910 0.5 0.8 0.3
H -2.82976 -0.26232 0.71019 -1.3 0.9 -1.0
H -1.97337 -1.03084 1.72149 1.3 -0.6 0.4
H 1.19936 -1.77758 -1.10073 -0.8 -1.0 -0.8
H 1.61587 0.00318 -1.36997 -0.1 -2.0 1.5
H 2.03445 -1.06038 1.28522 -0.8 -0.1 2.5
H 1.52847 2.96983 1.06444 -1.7 -1.1 -0.4
H 3.20891 -0.50598 0.32572 0.6 0.6 -0.1
```
Positions in Å, forces in eV/Å.

Values from the calculation:
**Charge**: +1
**LUMO level**: -0.209 hartree
**Orbital gap**: 8.28 eV
**Calculated total energy**: -324.68722 Ha
**Energy above the lowest of the compared OMol25 structures with the same formula, charge and spin**: 466.4 kJ/mol